{"formula": "C31H37NO3PbS3SbSe", "method": "wB97M-V/def2-TZVPD", "e_tot_ha": -5513.12512, "multiplicity": 1, "orbital_gap_ha": 0.26015, "total_charge": -1, "species": ["Pb", "C", "C", "O", "C", "C", "C", "C", "C", "C", "O", "H", "H", "H", "H", "H", "H", "H", "O", "C", "C", "C", "C", "C", "S", "C", "C", "C", "C", "S", "C", "C", "C", "C", "S", "H", "H", "H", "H", "H", "H", "H", "H", "H", "C", "C", "C", "Sb", "C", "C", "C", "C", "C", "C", "H", "H", "H", "H", "H", "H", "H", "H", "H", "H", "H", "H", "H", "H", "H", "H", "H", "H", "H", "H", "H", "Se", "C", "N"], "positions_angstrom": [[-0.327996, 1.849027, 0.364078], [1.041208, 1.744056, 5.014880], [1.265601, 1.734850, 3.514618], [0.331478, 2.137094, 2.821856], [2.544957, 1.277393, 2.983513], [3.576686, 0.964740, 3.890816], [4.814515, 0.529483, 3.491125], [5.061018, 0.396915, 2.115821], [4.087654, 0.684612, 1.199376], [2.782041, 1.120632, 1.580586], [1.920799, 1.323470, 0.649391], [-0.000988, 1.998872, 5.189799], [1.682196, 2.484495, 5.497539], [1.261174, 0.771153, 5.455500], [3.388712, 1.075926, 4.950450], [5.582693, 0.302230, 4.218238], [6.033868, 0.062174, 1.772091], [4.273015, 0.584020, 0.137327], [-1.149413, -0.265725, 0.359671], [-1.349787, -0.911871, 1.573276], [-0.005596, -1.340742, 2.157414], [0.486220, -1.441845, 3.425396], [1.794589, -2.004262, 3.475056], [2.264926, -2.324375, 2.241373], [1.142667, -1.925081, 1.015310], [-2.183432, -0.010213, 2.491468], [-2.934880, 1.040475, 2.051729], [-3.674283, 1.688951, 3.080507], [-3.507152, 1.089038, 4.285383], [-2.420756, -0.236080, 4.184058], [-2.157809, -2.183551, 1.322148], [-2.221547, -3.330068, 2.053848], [-3.154491, -4.266675, 1.527062], [-3.771585, -3.803351, 0.405848], [-3.222499, -2.237935, -0.020353], [-0.052617, -1.123674, 4.304362], [2.364500, -2.131580, 4.384890], [3.235257, -2.720559, 1.987891], [-3.009857, 1.326801, 1.011369], [-4.279789, 2.564882, 2.898210], [-3.935090, 1.367006, 5.235339], [-1.614875, -3.496435, 2.933728], [-3.346306, -5.239796, 1.957370], [-4.504626, -4.309979, -0.201562], [-0.686318, 2.520846, -4.735201], [0.353064, 1.427011, -4.506284], [1.763364, 2.008087, -4.539988], [-0.018925, 0.460971, -2.603410], [-1.832101, -0.633248, -3.072494], [-3.058723, 0.120151, -2.569163], [-1.991767, -0.999280, -4.544630], [1.403247, -1.177954, -2.702930], [1.659757, -1.748268, -4.092542], [2.706773, -0.766448, -2.022684], [-0.527140, 3.005398, -5.704680], [-0.615566, 3.295691, -3.967112], [-1.709338, 2.141414, -4.713661], [0.256912, 0.659999, -5.280088], [1.907696, 2.730841, -3.732386], [1.939878, 2.534201, -5.484551], [2.532931, 1.241455, -4.438122], [-1.716434, -1.545427, -2.478920], [-3.193589, 1.072089, -3.086038], [-2.985648, 0.341764, -1.504792], [-3.959825, -0.482264, -2.730374], [-2.072655, -0.107393, -5.170214], [-2.913625, -1.573640, -4.686918], [-1.167140, -1.599276, -4.928602], [0.920465, -1.942552, -2.086712], [2.067944, -0.992159, -4.768682], [0.759268, -2.154196, -4.552017], [2.394159, -2.559780, -4.036590], [3.239076, -0.013360, -2.610640], [3.374855, -1.629210, -1.919765], [2.529746, -0.343694, -1.032891], [-2.303680, 3.722344, -1.567038], [-3.278610, 3.998166, -0.044406], [-3.888485, 4.173230, 0.926723]], "forces_ev_per_a": [[0.0, 0.2, 0.1], [0.0, 0.0, 0.0], [0.0, 0.0, 0.0], [0.0, -0.1, 0.0], [0.0, 0.0, 0.0], [0.0, 0.0, 0.0], [0.0, 0.0, 0.0], [0.0, 0.0, 0.0], [0.0, 0.0, 0.0], [0.0, 0.0, 0.0], [0.0, 0.0, -0.1], [0.0, 0.0, 0.0], [0.0, 0.0, 0.0], [0.0, 0.0, 0.0], [0.0, 0.0, 0.0], [0.0, 0.0, 0.0], [0.0, 0.0, 0.0], [0.0, 0.0, 0.0], [0.1, 0.0, 0.0], [0.0, 0.0, 0.0], [0.1, 0.0, 0.0], [0.0, 0.0, 0.0], [0.0, 0.0, 0.0], [0.0, 0.0, 0.0], [0.0, -0.1, 0.0], [0.0, 0.1, 0.0], [0.0, 0.0, 0.0], [0.0, 0.0, 0.0], [0.1, 0.1, 0.0], [-0.1, -0.1, 0.0], [0.0, 0.0, 0.0], [0.0, 0.0, 0.0], [0.0, 0.0, 0.0], [0.0, 0.0, 0.0], [0.0, 0.0, 0.0], [0.0, 0.0, 0.0], [0.0, 0.0, 0.0], [0.0, 0.0, 0.0], [0.0, 0.0, 0.0], [0.0, 0.0, 0.0], [0.0, 0.0, 0.0], [0.0, 0.0, 0.0], [0.0, 0.0, 0.0], [0.0, 0.0, 0.0], [0.0, 0.0, 0.0], [0.0, 0.0, 0.0], [0.0, 0.0, 0.0], [0.0, 0.0, 0.0], [0.0, 0.0, 0.0], [0.0, 0.0, 0.0], [0.0, 0.0, 0.0], [0.0, 0.0, 0.0], [0.0, 0.0, 0.0], [0.0, 0.0, 0.0], [0.0, 0.0, 0.0], [0.0, 0.0, 0.0], [0.0, 0.0, 0.0], [0.0, 0.0, 0.0], [0.0, 0.0, 0.0], [0.0, 0.0, 0.0], [0.0, 0.0, 0.0], [0.0, 0.0, 0.0], [0.0, 0.0, 0.0], [0.0, 0.0, 0.0], [0.0, 0.0, 0.0], [0.0, 0.0, 0.0], [0.0, 0.0, 0.0], [0.0, 0.0, 0.0], [0.0, 0.0, 0.0], [0.0, 0.0, 0.0], [0.0, 0.0, 0.0], [0.0, 0.0, 0.0], [0.0, 0.0, 0.0], [0.0, 0.0, 0.0], [0.0, 0.0, 0.0], [-0.1, 0.0, -0.1], [0.1, 0.1, 0.0], [0.0, 0.0, 0.0]], "lowdin_charge": [1.28, -0.02, -0.38, -0.09, -0.11, -0.06, -0.11, -0.10, -0.02, -0.37, -0.29, 0.08, 0.09, 0.08, 0.10, 0.09, 0.10, 0.10, -0.48, -0.63, -0.44, -0.15, -0.19, -0.40, 1.09, -0.45, -0.16, -0.17, -0.41, 1.04, -0.45, -0.12, -0.19, -0.42, 1.09, 0.05, 0.10, 0.07, 0.07, 0.08, 0.06, 0.11, 0.09, 0.06, -0.17, -0.59, -0.16, 1.50, -0.56, -0.20, -0.15, -0.56, -0.14, -0.18, 0.08, 0.03, 0.05, 0.07, 0.08, 0.07, 0.05, 0.06, 0.04, 0.03, 0.07, 0.06, 0.07, 0.05, 0.07, 0.06, 0.05, 0.07, 0.07, 0.08, 0.01, 0.35, -0.95, 0.01]}